90
Properties=species:S:1:pos:R:3:forces:R:3:lowdin_spin:R:1 method="wB97M-V/def2-TZVPD" homo_lumo_gap_ev="6.8 / 7.7" e_lumo_ev="-3.73 / -2.94" e_above_lowest_kj_mol=124.5 homo_energy_ev="-10.545 / -10.670" multiplicity=4 fmax_ev_per_a=1.08 charge=+1
Cr -0.84035 1.18298 -0.99626 -0.9648 -0.3844 -0.2865 2.952
C -2.18655 1.34851 1.67931 0.0892 0.0180 0.0647 0.005
N -2.56058 1.19304 0.26575 0.2211 0.0132 -0.0184 -0.031
C -3.19869 -0.12854 0.05075 -0.0927 -0.2167 -0.1471 0.003
C -3.12198 -0.48485 -1.41873 -0.0749 0.0251 0.0578 0.004
N -1.72654 -0.31622 -1.78312 0.1224 0.1090 0.5199 -0.015
C -1.12906 -1.05142 -2.76734 0.2546 -0.1655 -0.4466 -0.001
C -1.68816 -1.98734 -3.64778 -0.0159 0.0582 0.0138 0.003
F -3.00001 -2.27524 -3.60652 0.1257 0.0440 -0.0466 0.001
C -0.91784 -2.63386 -4.60529 0.0937 -0.0301 -0.0447 -0.001
F -1.50251 -3.49886 -5.42975 0.0971 0.1035 0.1350 -0.001
C 0.44572 -2.38899 -4.72707 -0.1084 0.0602 0.0485 0.005
F 1.17037 -3.02211 -5.64511 -0.0576 0.0558 0.0833 0.001
C 1.03307 -1.46398 -3.87358 0.0737 -0.1110 0.0336 0.000
F 2.33939 -1.20325 -3.92433 -0.1744 -0.0243 -0.0359 -0.001
C 0.23568 -0.84169 -2.94312 0.0016 -0.0353 0.0288 0.004
F 0.78914 0.07770 -2.07805 0.1048 0.0369 0.1793 0.015
C -3.47927 2.29215 -0.14697 -0.0293 0.2143 -0.1719 0.004
C -2.62488 3.33840 -0.83235 -0.0727 0.0096 0.1348 0.004
N -1.82686 2.63138 -1.81831 0.5958 -0.0797 0.3449 -0.001
C -2.00085 2.82860 -3.16433 0.0008 0.0328 -0.4856 0.000
C -0.94835 2.51639 -4.02962 0.2119 0.0194 0.0836 0.007
F 0.19758 2.04086 -3.46438 -0.3352 0.1896 -0.1750 0.008
C -0.98695 2.69764 -5.39628 -0.0867 -0.0002 -0.0720 -0.001
F 0.06493 2.36743 -6.14352 -0.1312 0.0819 0.0782 -0.001
C -2.12848 3.23924 -5.97761 0.0496 -0.0297 0.1082 0.007
F -2.18768 3.44571 -7.28967 -0.0029 -0.0471 0.1247 0.002
C -3.20690 3.54976 -5.16143 0.0197 0.0166 -0.0812 -0.001
F -4.32415 4.04102 -5.69516 0.1843 -0.1007 0.0729 -0.001
C -3.14807 3.32665 -3.79345 -0.0441 -0.1252 -0.0841 0.006
F -4.26793 3.56245 -3.08269 0.0592 0.0023 -0.0296 0.002
H -3.03994 1.13369 2.32923 0.0090 0.0221 -0.0122 -0.001
H -1.85303 2.37123 1.86078 0.0300 -0.0103 0.0010 0.000
H -1.37639 0.66082 1.91916 -0.1524 -0.0124 -0.0817 0.001
H -4.22766 -0.12090 0.42389 0.0413 0.0744 0.0490 -0.001
H -2.62360 -0.86732 0.60812 -0.0575 0.0315 -0.0006 0.000
H -3.75673 0.16915 -2.02769 -0.0924 -0.0739 0.0144 0.001
H -3.47165 -1.50802 -1.55607 0.0621 0.0543 0.0234 -0.001
H -4.02410 2.67628 0.71909 0.0337 -0.0765 0.0239 -0.001
H -4.19763 1.89964 -0.86560 0.0094 0.0049 0.0475 0.000
H -1.95718 3.80068 -0.09583 -0.0667 0.0553 0.0072 0.001
H -3.22455 4.13908 -1.26116 0.0463 -0.0780 0.0229 -0.001
F 2.62604 5.71031 3.73889 -0.0228 -0.1846 -0.0959 0.000
C 2.40742 4.51430 3.21052 -0.0035 0.0223 0.0137 0.000
C 2.79742 3.36625 3.88279 0.0533 0.0320 0.0516 0.000
F 3.40418 3.46656 5.05836 -0.0656 -0.0169 -0.1723 0.000
C 2.56131 2.12013 3.31882 0.1224 0.0184 0.0032 0.000
F 3.02872 1.06513 3.98924 -0.1457 0.0853 -0.0158 0.000
C 1.90100 1.95820 2.10543 -0.2365 0.0052 0.0422 0.000
P 1.48192 0.29020 1.37304 0.3475 0.6341 0.1679 0.010
C 3.23049 -0.13325 0.99640 -0.1486 -0.2744 -0.1196 0.002
C 4.07148 -0.84572 1.84776 -0.0042 0.0606 0.0188 0.001
C 5.34117 -1.21252 1.42779 0.0091 -0.0047 0.0124 0.000
C 5.79482 -0.85929 0.16656 -0.0006 0.0253 0.0115 0.000
C 4.99290 -0.08545 -0.65856 0.0156 -0.0310 -0.0133 0.000
C 3.72215 0.27635 -0.24360 -0.0837 -0.0394 0.0268 0.000
C 1.00484 -0.59827 2.90000 -0.0834 0.0153 -0.1104 0.001
C 0.08094 0.02268 3.74208 0.1357 0.0307 0.0838 0.001
C -0.40015 -0.62163 4.86867 -0.0292 -0.0454 0.0095 0.000
C 0.01598 -1.91244 5.15916 0.0055 0.0073 -0.0021 0.001
C 0.91754 -2.54602 4.32021 0.0063 0.0035 0.0049 0.000
C 1.40515 -1.89724 3.19635 0.0203 -0.0144 0.0285 0.001
C 1.54877 3.13295 1.44945 -0.0702 0.0646 0.0525 0.001
Br 0.71073 3.16011 -0.27100 0.2166 0.2336 0.0947 0.006
C 1.79193 4.39280 1.97389 0.0041 -0.0588 0.0436 0.000
F 1.42852 5.49205 1.31824 0.0373 -0.0004 0.0473 0.000
H 3.75661 -1.09380 2.84966 -0.0247 -0.0777 -0.0156 0.000
H 5.97568 -1.77999 2.09327 0.0478 -0.0160 0.0369 0.000
H 6.77564 -1.16766 -0.16408 0.0651 -0.0078 -0.0122 0.000
H 5.34537 0.21940 -1.63354 0.0338 0.0496 -0.0272 0.000
H 3.11941 0.89665 -0.89052 -0.1958 -0.0324 -0.1544 0.000
H -0.25273 1.03227 3.53439 0.1207 0.0447 0.1129 0.000
H -1.09332 -0.11413 5.52445 -0.0526 0.0235 0.0211 0.000
H -0.36385 -2.41884 6.03404 -0.0045 -0.0370 0.0643 0.000
H 1.24081 -3.55581 4.53141 0.0102 -0.0407 0.0150 0.000
H 2.08951 -2.42222 2.54599 0.0131 0.0007 0.0089 0.000
S 2.02240 -4.52724 -0.13859 -0.0480 -0.0055 0.0158 0.000
C 1.87204 -2.81665 -0.26071 0.0626 0.0363 -0.1460 0.000
N 0.82600 -2.26989 0.26223 0.0892 -0.1124 -0.0502 0.001
C 0.04086 -3.24565 0.85844 -0.1339 -0.1457 -0.0314 0.000
C -1.11642 -3.01889 1.60382 -0.0976 0.0021 0.0429 0.000
C -1.76293 -4.08907 2.17953 0.0118 0.0038 0.0017 0.000
C -1.27569 -5.39379 2.02900 0.0339 -0.0050 -0.0440 0.000
C -0.12629 -5.63892 1.30922 -0.0557 0.0303 0.0239 0.000
C 0.52812 -4.55197 0.73529 0.0413 -0.0108 -0.0237 0.000
H 2.65909 -2.25043 -0.73504 0.0482 0.0999 -0.1319 0.000
H -1.46398 -2.01006 1.78173 0.0621 0.0247 -0.0298 0.000
H -2.64683 -3.92101 2.77783 -0.0548 0.0082 0.0222 0.000
H -1.79729 -6.21639 2.49467 -0.0470 -0.0493 0.0209 0.000
H 0.26172 -6.63999 1.19910 0.0174 -0.0836 0.0146 0.000